137
Properties=species:S:1:pos:R:3:forces:R:3:lowdin_charge:R:1 method="wB97M-V/def2-TZVPD" orbital_gap_ev=9.595 max_force_ev_per_a=1.05
Cl 2.456 12.053 -8.017 0.0 0.0 0.0 0.532
Cl 4.741 1.687 -5.987 0.0 -0.2 0.2 0.504
Cl -0.870 10.687 -1.898 0.0 -0.1 0.0 0.540
Cl -2.707 1.409 3.768 0.1 0.0 -0.1 0.493
Cl 3.310 5.390 0.830 -0.3 -0.1 -0.2 0.511
Cl -0.125 -6.796 4.512 -0.4 -0.1 -0.3 0.476
Cl -0.391 -1.216 -0.676 0.0 0.0 0.0 0.526
Cl 3.219 -14.003 4.536 -0.4 -0.2 -0.1 0.472
Cl 4.908 3.811 -8.426 0.4 0.2 -0.2 0.493
Cl -7.662 -12.557 2.379 0.0 0.0 0.0 0.519
Cl -4.051 -0.462 1.236 -0.3 -0.4 -0.1 0.476
Cl 1.486 14.721 -7.503 0.0 0.0 0.0 0.522
Cl -4.935 -13.938 9.974 0.0 0.0 0.0 0.528
Cl 2.092 -6.587 6.266 0.5 0.1 0.3 0.482
Cl 0.632 -2.927 1.411 0.0 0.0 -0.1 0.510
Cl 4.915 -7.129 6.217 0.0 0.5 0.0 0.493
Cl -1.852 -4.770 3.390 0.0 -0.1 0.0 0.528
Cl 2.032 -0.495 0.718 0.0 0.0 0.0 0.533
Cl 3.327 5.521 -6.751 0.1 0.0 0.0 0.550
Cl 2.393 0.942 -7.482 0.0 0.0 0.0 0.515
Cl -5.860 -10.144 5.039 0.0 0.0 0.3 0.507
Cl -11.284 -0.352 10.240 0.0 0.0 0.0 0.523
Cl -3.624 3.886 2.617 0.0 0.0 0.0 0.531
Cl -6.470 -1.016 5.016 0.0 0.0 0.3 0.503
Cl 7.401 4.441 0.680 0.0 0.0 0.0 0.519
Cl 2.042 4.867 -12.089 0.0 0.0 0.0 0.539
Cl -9.487 -0.390 7.980 -0.1 -0.1 0.3 0.485
Cl -6.637 1.174 6.889 0.0 0.0 0.0 0.521
Cl -6.348 0.916 0.181 0.0 0.0 0.0 0.526
Cl 1.672 -10.115 13.819 0.0 0.0 0.0 0.526
Cl -0.243 -6.424 1.651 0.0 0.0 0.0 0.525
Cl 3.982 14.333 -8.903 0.0 0.0 0.0 0.531
Cl -0.799 3.439 3.032 -0.2 -0.2 0.1 0.503
Cl 6.144 6.046 -7.074 0.0 0.0 0.0 0.547
Cl -0.920 11.626 -6.361 -0.1 0.0 -0.1 0.505
Cl -5.864 -10.384 1.790 0.0 0.0 -0.3 0.492
Cl 10.998 -7.101 5.259 0.0 0.0 0.0 0.527
Cl 2.114 2.415 -5.019 0.1 -0.2 -0.2 0.601
Cl -3.762 -12.104 5.274 0.0 0.0 0.0 0.518
Cl 0.539 -14.863 5.186 0.0 0.0 0.0 0.517
Cl -8.782 0.702 5.009 0.1 0.1 -0.2 0.509
Cl 2.839 2.201 -11.316 0.0 0.0 0.0 0.527
Cl -3.373 10.901 -7.718 0.0 0.0 0.0 0.533
Cl 0.177 8.169 -0.924 -0.1 0.1 0.0 0.509
Cl 4.325 6.516 -9.265 0.1 0.0 0.0 0.556
Cl -0.511 -0.365 2.073 0.3 -0.4 0.2 0.479
Cl -7.205 -11.770 -0.360 0.0 0.0 0.0 0.525
Cl 4.777 -11.096 3.523 0.0 0.0 0.0 0.527
Cl -1.997 8.195 -2.819 0.0 0.0 0.0 0.548
Cl 5.746 -12.883 5.605 0.3 0.3 0.0 0.496
Cl 2.466 7.828 2.116 0.0 0.0 0.0 0.528
Cl 0.852 -9.085 11.250 0.0 0.0 0.0 0.511
Cl -3.384 -11.764 11.064 -0.1 0.0 0.0 0.500
Cl 1.983 -16.141 3.037 0.0 0.0 0.0 0.525
Cl -8.701 -10.047 1.407 0.0 0.0 0.0 0.522
Cl -2.488 -7.568 3.056 0.1 0.2 -0.2 0.502
Cl 1.831 4.034 -9.337 -0.4 0.0 -0.1 0.489
Cl 10.745 -7.731 8.063 0.0 0.0 0.0 0.528
Cl -1.051 -9.247 13.411 0.0 0.0 0.0 0.520
Cl 3.285 -8.178 8.361 0.0 0.0 0.0 0.507
Cl 0.045 2.929 -11.316 0.0 0.0 0.0 0.534
Cl 7.266 -10.541 4.863 -0.1 -0.2 -0.1 0.500
Cl 3.829 -5.351 8.220 0.0 0.0 0.0 0.543
Cl 2.961 -0.346 -4.965 0.0 0.0 0.0 0.531
Cl -3.157 -9.300 5.560 -0.1 -0.2 0.2 0.498
Cl -4.659 -10.671 7.614 -0.1 0.1 -0.1 0.510
Cl 2.317 5.318 3.537 0.0 0.0 0.0 0.528
Cl -6.699 -1.432 1.816 0.0 0.0 -0.3 0.506
Cl -6.237 1.700 4.080 0.0 0.0 0.0 0.501
Cl -2.191 2.013 0.958 -0.1 0.7 0.0 0.468
Cl 4.773 -10.246 6.274 0.0 -0.5 0.0 0.491
Cl 8.453 -7.947 6.323 0.1 0.2 0.2 0.480
Cl 8.822 5.888 2.735 0.0 0.0 0.0 0.526
Cl -2.382 -14.466 11.215 0.0 0.0 0.0 0.520
Cl 1.042 -13.428 2.733 0.0 0.0 0.0 0.519
Cl 0.656 8.962 -3.643 0.0 0.1 0.0 0.538
Cl -0.106 -11.656 12.145 0.1 0.0 0.0 0.500
Cl -11.133 -2.690 8.555 0.0 0.0 0.0 0.523
Cl 0.511 5.844 1.351 0.1 0.2 0.0 0.485
Cl 6.873 3.886 3.463 0.0 0.0 0.0 0.523
Cl -5.623 -1.681 -0.857 0.0 0.0 0.0 0.532
Cl 1.702 9.562 -11.034 0.1 0.0 0.2 0.542
Cl -1.085 11.776 -9.242 -0.1 -0.1 0.1 0.525
Cl -12.335 -0.265 7.553 0.0 0.0 0.0 0.520
Cl 6.008 6.376 2.298 0.3 0.1 0.2 0.493
Cl -2.500 -13.108 8.672 0.1 -0.1 0.1 0.500
Cl 1.485 13.682 -10.192 0.2 0.1 -0.1 0.509
Cl 10.621 -9.837 6.094 0.0 0.0 0.0 0.517
Cl -2.541 13.658 -7.610 0.0 0.0 0.0 0.530
Si -0.735 7.753 -6.923 -1.0 -0.1 -0.2 0.638
O 0.066 4.520 -4.547 0.6 0.3 -0.1 -0.196
C 0.444 -1.253 0.882 0.0 0.0 0.0 -2.035
C -2.332 2.679 2.594 0.1 0.1 -0.1 -2.018
C -5.681 -0.668 0.592 0.0 -0.1 0.0 -2.034
C 0.213 5.294 -5.718 -0.6 -0.4 -0.7 -0.337
C 1.229 4.317 -2.418 0.1 0.4 0.0 -0.082
C 7.277 5.150 2.296 0.0 0.0 0.0 -2.054
C 2.352 13.698 -8.655 0.0 0.0 0.0 -2.042
C -1.180 -6.386 3.150 -0.1 0.0 -0.1 -2.022
C 10.204 -8.153 6.435 0.0 0.0 0.0 -2.050
C -7.033 0.641 5.249 0.0 0.0 -0.1 -2.037
C -1.059 6.065 -6.118 0.9 0.5 0.1 -0.257
C 2.151 6.095 1.957 0.0 0.0 0.0 -2.030
C 0.389 5.201 -3.344 -0.3 -0.5 0.8 -0.278
C -1.981 11.986 -7.732 0.0 0.0 0.0 -2.027
C 4.686 5.472 -7.888 0.0 0.0 0.0 -2.020
C -11.058 -0.925 8.583 0.0 0.0 0.0 -2.052
C 1.697 -14.610 3.874 0.0 0.0 0.0 -2.045
C -3.300 -13.319 10.230 0.0 0.0 0.0 -2.055
C 3.533 -6.808 7.268 0.0 0.0 0.0 -2.021
C 0.344 -10.028 12.656 0.0 0.0 0.0 -2.056
C 0.923 7.608 -9.250 -0.7 0.5 -0.4 -0.359
C -7.358 -11.189 1.302 0.0 0.0 0.0 -2.058
C -0.562 7.648 -8.801 1.0 -0.1 0.3 -0.298
C 1.688 3.509 -11.015 0.0 0.0 0.0 -2.030
C 3.052 1.176 -5.860 0.0 0.1 0.1 -2.025
C -0.510 9.009 -2.317 0.0 0.0 0.0 -2.029
C 1.483 9.029 -9.331 0.1 -0.1 0.3 -0.631
C -4.362 -10.553 5.876 0.0 0.0 0.1 -2.032
C 5.637 -11.194 5.062 0.0 0.0 0.0 -2.012
H -1.675 6.225 -5.235 -0.1 0.0 0.1 0.053
H 1.533 6.967 -8.620 0.1 0.0 0.1 0.026
H 0.412 4.581 -6.520 0.2 -0.1 0.0 0.086
H 1.168 3.268 -2.692 -0.1 0.0 0.0 0.036
H -0.998 8.556 -9.213 -0.3 0.0 -0.2 0.050
H 0.909 4.428 -1.385 -0.1 0.0 0.1 0.041
H -1.625 5.490 -6.846 -0.3 -0.2 0.1 0.071
H 0.937 6.125 -3.511 -0.1 0.2 -0.3 0.078
H 0.949 7.200 -10.256 0.2 -0.2 -0.1 0.058
H 2.267 4.640 -2.441 0.2 -0.2 -0.1 0.068
H 0.384 8.496 -6.309 0.3 -0.2 -0.2 -0.054
H -1.064 6.780 -9.224 -0.3 0.0 0.2 0.074
H 1.090 5.945 -5.678 0.0 0.1 0.5 0.037
H 0.805 9.761 -8.905 -0.1 0.0 0.1 -0.014
H -1.943 8.573 -6.667 0.0 0.0 0.1 -0.054
H -0.539 5.433 -2.818 -0.1 0.3 -0.1 0.097
H 2.420 9.141 -8.796 0.3 0.0 -0.3 0.046